The molecule C22H25N3O4, computed with ωB97M-V/def2-TZVPD.

Each atom is followed by the atoms it is bonded to, with distances in Å.
Positions of all 54 atoms, in Å:
1 H 6.152 -1.002 -0.658  C51 1.089
2 O -1.309 -4.540 0.089  C23 1.227
3 H 1.103 -0.590 2.204  C7 1.079
4 C 5.028 2.167 1.426  H21 1.095, H24 1.095, H38 1.089, O44 1.407
5 C 1.959 -1.728 0.604  C7 1.388, C34 1.468, C35 1.395
6 C -2.710 -2.550 -0.296  N13 1.358, O14 1.209, C23 1.519
7 C 1.916 -0.667 1.498  H3 1.079, C5 1.388, C45 1.383
8 H -3.841 3.243 -0.072  C29 1.103
9 C -1.023 -0.963 0.224  H11 1.100, N13 1.451, C19 1.506, C22 1.509
10 H 3.091 -2.681 -0.938  C35 1.079
11 H -1.066 -0.432 1.187  C9 1.100
12 H -4.260 2.179 -1.436  C29 1.087
13 N -2.373 -1.237 -0.230  C6 1.358, C9 1.451, C53 1.440
14 O -3.790 -2.986 -0.620  C6 1.209
15 C 3.995 0.174 0.631  C18 1.407, O44 1.358, C45 1.390
16 H -6.400 2.439 1.404  C32 1.089
17 H 0.045 1.555 0.541  C37 1.081
18 C 4.060 -0.907 -0.267  C15 1.407, C35 1.378, C51 1.495
19 C -0.443 -2.345 0.373  C9 1.506, C23 1.437, C34 1.368
20 H -5.747 1.037 2.257  C32 1.089
21 H 5.079 1.852 2.473  C4 1.095
22 C -0.240 -0.129 -0.761  C9 1.509, C37 1.388, C39 1.392
23 C -1.458 -3.322 0.084  O2 1.227, C6 1.519, C19 1.437
24 H 4.150 2.804 1.280  C4 1.095
25 H -4.831 2.563 2.231  C32 1.102
26 H -4.179 -0.641 -0.980  C53 1.093
27 H -5.523 3.110 -0.634  C29 1.088
28 H 5.150 -1.902 -1.813  C51 1.086
29 C -4.602 2.553 -0.474  H8 1.103, H12 1.087, H27 1.088, N52 1.447
30 H -0.338 -1.577 -2.354  C39 1.083
31 N 0.766 0.040 -2.921  C39 1.318, C50 1.322
32 C -5.486 1.899 1.645  H16 1.089, H20 1.089, H25 1.102, N52 1.448
33 H 2.882 1.076 2.236  C45 1.078
34 C 0.869 -2.707 0.511  C5 1.468, C19 1.368, O48 1.323
35 C 3.052 -1.847 -0.254  C5 1.395, H10 1.079, C18 1.378
36 H 1.849 1.713 -3.342  C50 1.082
37 C 0.250 1.127 -0.430  H17 1.081, C22 1.388, C41 1.385
38 H 5.926 2.730 1.177  C4 1.089
39 C 0.040 -0.614 -2.036  C22 1.392, H30 1.083, N31 1.318
40 H 5.228 -0.133 -1.870  C51 1.089
41 C 1.012 1.818 -1.357  C37 1.385, H46 1.079, C50 1.386
42 H 0.412 -4.538 0.347  O48 0.997
43 H -2.820 0.468 -1.317  C53 1.095
44 O 5.018 1.063 0.554  C4 1.407, C15 1.358
45 C 2.931 0.270 1.521  C7 1.383, C15 1.390, H33 1.078
46 H 1.412 2.795 -1.130  C41 1.079
47 C -3.692 0.643 0.674  H49 1.093, N52 1.449, C53 1.535, H54 1.107
48 O 1.226 -3.980 0.484  C34 1.323, H42 0.997
49 H -3.935 -0.062 1.473  C47 1.093
50 C 1.250 1.223 -2.586  N31 1.322, H36 1.082, C41 1.386
51 C 5.215 -1.001 -1.212  H1 1.089, C18 1.495, H28 1.086, H40 1.089
52 N -4.872 1.444 0.415  C29 1.447, C32 1.448, C47 1.449
53 C -3.285 -0.173 -0.561  N13 1.440, H26 1.093, H43 1.095, C47 1.535
54 H -2.842 1.268 1.010  C47 1.107

Results
**2S+1**: 1
**Largest force on an atom**: 0.833 eV/Å
**HOMO level**: -0.321 Eh